Below is a molecular structure, C3H4O4Sr in a non-equilibrium geometry, with properties calculated with ωB97M-V/def2-TZVPD.

Its max |F| is 0.03081 hartree/bohr. For the relative energy (zero: lowest compared OMol25 entry of this formula, charge and spin), the calculation gives 0.00 kcal per mole. The net charge is -1. The electronic energy comes out at -448.33406 hartree. Its multiplicity is 2. The value obtained for the LUMO energy (spin up / spin down) is 1.48 / 1.47 eV.

Last column: Mulliken spin population.
CARTESIAN COORDINATES (ANGSTROEM)
O  1.908  -1.028  -0.338  -0.058
C  0.716  -1.006  0.085  0.044
C  -1.952  0.474  -0.696  -0.005
O  -0.011  -1.868  0.515  -0.004
O  0.317  0.361  0.101  -0.014
C  -0.998  0.793  0.171  0.015
H  -2.985  0.757  -0.455  0.001
H  -1.733  -0.005  -1.650  0.000
H  -1.157  1.395  1.066  0.001
Sr  2.806  1.079  -0.213  1.020
O  -6.210  0.378  0.185  0.000
H  -7.091  0.624  0.478  0.000

Below is a molecular structure, C12H12F5N3O2Pd, with properties calculated with ωB97M-V/def2-TZVPD.

Its max |F| is 0.01932 hartree/bohr. For the relative energy (zero: lowest compared OMol25 entry of this formula, charge and spin), the calculation gives 10.41 kcal per mole. The net charge is +2. The electronic energy comes out at -1405.73282 hartree. Its multiplicity is 1. The value obtained for the LUMO energy (spin up / spin down) is -10.31 / -10.31 eV.

Last column: Mulliken charge in e.
CARTESIAN COORDINATES (ANGSTROEM)
Pd  1.278  -0.557  0.939  0.615
C  -2.247  -3.373  -1.878  -0.791
O  -1.934  -2.061  -1.337  -0.323
C  -0.841  -1.839  -0.668  0.662
O  -0.619  -0.704  -0.226  -0.390
N  0.032  -2.861  -0.478  -0.013
N  1.208  -2.619  0.253  -0.696
H  -3.216  -3.258  -2.347  0.240
H  -2.318  -4.102  -1.071  0.378
H  -1.507  -3.652  -2.627  0.381
H  -0.123  -3.796  -0.822  0.241
H  2.029  -2.812  -0.318  0.331
H  1.238  -3.230  1.068  0.332
F  3.433  -2.020  1.690  -0.255
C  3.040  -0.745  1.700  0.544
F  3.818  -0.016  0.891  -0.210
C  3.081  -0.186  3.149  0.626
F  4.198  -0.508  3.754  -0.197
F  2.038  -0.688  3.816  -0.218
F  2.950  1.141  3.105  -0.220
C  0.512  1.739  1.342  -1.485
C  -0.300  2.108  0.319  1.285
C  0.262  2.594  -0.920  -0.293
C  -0.555  3.027  -1.916  -0.850
C  -1.955  2.986  -1.710  1.042
C  -2.545  2.517  -0.516  -0.822
C  -1.735  2.066  0.480  -0.457
C  -2.811  3.433  -2.761  -0.342
N  -3.507  3.782  -3.606  -0.233
H  0.102  1.471  2.313  0.501
H  1.589  1.920  1.274  0.601
H  1.339  2.625  -1.035  0.497
H  -0.166  3.411  -2.848  0.509
H  -3.621  2.522  -0.415  0.519
H  -2.149  1.687  1.405  0.491

Below is a molecular structure, C33H57N3O5SiTi in a non-equilibrium geometry, with properties calculated with ωB97M-V/def2-TZVPD.

Its max |F| is 0.10116 hartree/bohr. For the relative energy (zero: lowest compared OMol25 entry of this formula, charge and spin), the calculation gives 0.00 kcal per mole. The electronic energy comes out at -2970.95452 hartree. Its multiplicity is 3. The value obtained for the LUMO energy (spin up / spin down) is -0.14 / -2.36 eV.

Last column: Mulliken spin population.
CARTESIAN COORDINATES (ANGSTROEM)
O  1.918  -1.490  -1.528  0.010
O  -1.524  -1.973  -3.773  0.001
C  3.290  -1.823  -1.789  -0.002
C  3.893  -2.777  -0.778  -0.002
H  3.815  -0.866  -1.797  0.001
H  3.370  -2.271  -2.795  0.000
H  3.479  -2.609  0.227  -0.002
H  4.980  -2.649  -0.742  0.000
H  3.711  -3.817  -1.064  0.000
C  1.135  -2.707  -1.320  -0.002
C  1.173  -3.686  -2.467  0.001
H  0.096  -2.407  -1.133  -0.001
H  1.496  -3.189  -0.400  0.007
H  0.951  -3.201  -3.420  0.000
H  0.395  -4.444  -2.320  0.000
H  2.140  -4.190  -2.555  0.000
C  -2.935  -1.758  -3.869  0.001
C  -0.782  -1.510  -4.908  0.000
C  -3.694  -2.937  -3.297  0.000
H  -3.228  -1.606  -4.922  0.000
H  -3.168  -0.840  -3.301  -0.001
H  -3.450  -3.859  -3.836  0.000
H  -4.767  -2.756  -3.409  0.000
H  -3.478  -3.082  -2.233  0.000
C  -0.916  -2.408  -6.124  0.000
H  0.264  -1.490  -4.577  -0.001
H  -1.091  -0.481  -5.165  0.000
H  -0.752  -3.460  -5.863  0.000
H  -0.164  -2.114  -6.859  0.000
H  -1.902  -2.298  -6.586  0.000
H  -2.130  -1.049  1.505  0.012
N  1.603  0.773  1.779  0.107
C  1.648  2.009  2.311  0.088
C  0.644  2.971  2.113  -0.030
C  -0.712  2.736  1.865  0.094
C  2.864  2.388  3.096  0.011
H  3.767  2.418  2.468  0.003
H  3.036  1.692  3.932  0.002
H  2.712  3.390  3.515  0.000
C  -1.644  3.918  1.772  -0.002
H  -2.093  4.143  2.753  -0.003
H  -2.461  3.755  1.051  0.001
H  -1.077  4.807  1.459  0.002
N  -1.255  1.487  1.879  -0.124
C  2.773  -0.059  1.797  0.083
C  3.847  0.251  0.940  -0.051
C  3.695  1.249  -0.167  0.021
C  5.086  -0.341  1.186  -0.004
H  5.927  -0.061  0.553  0.000
C  5.242  -1.265  2.219  0.002
H  6.218  -1.726  2.390  0.001
C  4.159  -1.597  3.029  -0.002
H  4.265  -2.305  3.850  0.000
C  2.919  -0.987  2.840  -0.175
C  1.813  -1.219  3.817  0.037
C  -2.547  1.350  2.466  0.073
C  -3.684  1.123  1.669  -0.020
C  -3.626  1.099  0.179  0.001
C  -4.919  0.927  2.286  -0.005
H  -5.773  0.680  1.653  -0.001
C  -5.050  1.044  3.666  0.002
H  -6.021  0.894  4.142  0.000
C  -3.934  1.355  4.444  0.007
H  -4.011  1.455  5.528  0.000
C  -2.679  1.525  3.860  -0.021
C  -1.498  1.854  4.721  -0.003
Ti  -0.101  0.119  0.885  0.936
H  2.827  1.027  -0.805  -0.011
H  4.592  1.222  -0.801  0.000
H  3.599  2.282  0.203  0.001
H  1.636  -0.336  4.454  -0.001
H  2.096  -2.038  4.493  0.004
H  0.852  -1.491  3.359  -0.012
H  -4.523  1.579  -0.239  -0.001
H  -3.628  0.067  -0.203  0.000
H  -2.754  1.621  -0.224  0.009
H  -0.699  1.108  4.628  -0.001
H  -1.826  1.845  5.769  0.000
H  -1.077  2.849  4.517  -0.002
H  0.935  4.008  2.276  0.000
C  -0.899  0.083  -1.052  0.003
Si  -0.408  1.581  -2.093  -0.012
H  -0.201  -0.684  -1.446  -0.026
H  -1.900  -0.330  -1.192  0.006
C  1.018  1.141  -3.249  0.002
C  0.288  3.090  -1.219  0.016
C  -1.922  2.079  -3.097  -0.001
H  -2.375  1.205  -3.585  0.000
H  -1.640  2.800  -3.879  0.000
H  -2.683  2.551  -2.459  0.000
H  1.958  1.001  -2.702  0.000
H  1.167  1.949  -3.980  0.000
H  0.819  0.214  -3.797  0.000
H  1.260  2.886  -0.749  -0.003
H  -0.376  3.495  -0.448  -0.001
H  0.459  3.889  -1.958  0.000
O  -3.136  -2.072  3.119  0.246
N  -2.218  -2.180  3.957  0.401
O  -1.340  -1.324  4.141  0.289
O  -1.156  -1.222  1.412  0.040

Below is a molecular structure, C29H40ClN10ORuS2, with properties calculated with ωB97M-V/def2-TZVPD.

Its max |F| is 0.01264 hartree/bohr. For the relative energy (zero: lowest compared OMol25 entry of this formula, charge and spin), the calculation gives 8.58 kcal per mole. The net charge is +2. The electronic energy comes out at -3102.69386 hartree. Its multiplicity is 6. The value obtained for the LUMO energy (spin up / spin down) is -6.42 / -8.32 eV.

Last column: Mulliken spin population.
CARTESIAN COORDINATES (ANGSTROEM)
Ru  0.834  2.818  1.179  3.990
C  -2.307  6.900  2.096  0.013
S  -1.760  6.613  0.398  0.015
C  -0.420  5.533  0.557  0.007
S  -0.012  4.809  2.138  0.460
N  0.234  5.305  -0.534  0.064
N  1.191  4.350  -0.391  0.102
C  2.308  4.442  -0.982  0.052
C  3.353  3.478  -0.592  0.026
C  4.514  3.309  -1.311  0.010
C  5.487  2.448  -0.815  0.002
C  5.269  1.808  0.391  0.011
C  4.068  2.021  1.052  0.012
N  3.124  2.831  0.568  0.086
H  -3.130  7.605  2.005  0.001
H  -1.515  7.352  2.687  -0.003
H  -2.667  5.985  2.560  -0.006
H  2.515  5.264  -1.662  0.007
H  4.663  3.854  -2.236  0.000
H  6.412  2.299  -1.358  0.000
H  6.017  1.158  0.828  0.001
H  3.865  1.546  2.002  0.007
C  3.665  -4.917  -1.754  0.000
C  2.679  -4.830  -0.583  0.000
C  1.776  -6.072  -0.619  0.000
C  3.464  -4.856  0.745  0.000
C  1.821  -3.523  -0.678  0.001
O  0.879  -3.450  0.377  0.000
C  1.132  -3.361  -2.047  0.000
C  0.104  -2.217  -2.158  0.000
C  -1.178  -2.432  -1.381  0.000
C  -1.497  -1.706  -0.244  0.002
C  -2.638  -1.989  0.494  0.000
C  -3.506  -2.975  0.067  0.000
Cl  -4.938  -3.307  0.987  0.000
C  -3.231  -3.692  -1.081  0.000
C  -2.066  -3.421  -1.788  0.000
C  2.749  -2.284  -0.486  0.001
N  2.245  -1.249  0.422  0.003
C  1.758  -0.064  0.093  0.013
N  1.393  0.584  1.194  -0.017
C  1.701  -0.298  2.200  0.012
N  2.235  -1.410  1.764  0.004
H  4.353  -5.749  -1.587  0.000
H  4.274  -4.011  -1.857  0.000
H  3.159  -5.099  -2.705  0.000
H  2.409  -6.960  -0.591  0.000
H  1.174  -6.139  -1.525  0.000
H  1.114  -6.146  0.250  0.000
H  3.700  -5.886  1.016  0.000
H  2.892  -4.416  1.563  0.000
H  4.420  -4.330  0.670  0.000
H  0.444  -4.303  0.472  0.000
H  0.626  -4.285  -2.327  0.000
H  1.920  -3.192  -2.787  0.000
H  -0.162  -2.131  -3.213  0.000
H  0.567  -1.262  -1.879  -0.002
H  -0.807  -0.944  0.116  0.002
H  -2.839  -1.477  1.426  0.000
H  -3.918  -4.460  -1.415  0.000
H  -1.851  -3.997  -2.684  0.000
H  2.893  -1.783  -1.441  0.001
H  3.718  -2.587  -0.106  0.000
H  1.676  0.300  -0.920  -0.012
H  1.523  -0.103  3.247  0.012
C  -5.543  2.138  2.256  -0.001
C  -5.513  2.383  0.748  0.001
C  -5.130  3.826  0.416  -0.005
C  -4.617  1.376  0.010  0.001
N  -3.172  1.659  0.166  0.009
C  -2.358  2.295  -0.678  0.012
N  -1.194  2.412  -0.088  0.044
N  -1.319  1.796  1.105  0.036
N  -2.500  1.335  1.279  0.019
H  -6.217  2.849  2.737  0.000
H  -4.556  2.264  2.704  0.000
H  -5.897  1.131  2.490  0.000
H  -6.512  2.194  0.352  0.000
H  -4.189  4.107  0.905  0.004
H  -5.898  4.511  0.780  0.000
H  -5.028  3.991  -0.662  0.000
H  -4.810  1.402  -1.060  0.000
H  -4.786  0.365  0.367  0.001
H  -2.636  2.669  -1.652  0.001

Below is C4H9N in the gas phase in a non-equilibrium geometry, with properties calculated with ωB97M-V/def2-TZVPD.

Its max |F| is 0.03142 hartree/bohr. For the relative energy (zero: lowest compared OMol25 entry of this formula, charge and spin), the calculation gives 19.17 kcal per mole. The electronic energy comes out at -212.52063 hartree. Its multiplicity is 1. The value obtained for the LUMO energy is 1.19 eV.

Last column: Mulliken charge in e.
CARTESIAN COORDINATES (ANGSTROEM)
C  0.714  -0.720  1.938  -0.806
C  -0.190  -0.290  1.058  -0.007
N  -0.517  -0.781  -0.207  -0.285
C  -0.649  0.228  -1.275  -0.539
C  0.479  1.307  -1.126  -0.972
H  1.040  -0.207  2.834  0.271
H  1.370  -1.537  1.655  0.216
H  -0.731  0.630  1.275  0.305
H  -0.027  -1.612  -0.503  0.267
H  -0.499  -0.198  -2.255  0.382
H  -1.643  0.697  -1.303  0.212
H  0.206  2.056  -0.382  0.304
H  1.422  0.844  -0.859  0.310
H  0.647  1.814  -2.103  0.342

Below is C5H7N3O2 in the gas phase in a non-equilibrium geometry, with properties calculated with ωB97M-V/def2-TZVPD.

Its max |F| is 0.10056 hartree/bohr. For the relative energy (zero: lowest compared OMol25 entry of this formula, charge and spin), the calculation gives 178.85 kcal per mole. The electronic energy comes out at -509.21451 hartree. Its multiplicity is 1. The value obtained for the LUMO energy (spin up / spin down) is -1.02 / -1.06 eV.

Last column: Mulliken charge in e.
CARTESIAN COORDINATES (ANGSTROEM)
C  -2.599  0.188  -0.939  -1.133
C  -1.306  -0.073  -0.307  0.523
C  -0.087  0.681  0.244  0.161
C  0.185  -1.653  0.590  -0.775
C  0.903  -0.295  0.770  0.297
N  -1.041  -1.340  -0.065  -0.517
N  0.176  1.983  0.065  -0.365
N  2.055  -0.247  -0.228  0.844
O  2.541  0.863  -0.145  -0.602
O  2.351  -1.131  -1.007  -0.562
H  -3.071  -0.736  -1.163  0.308
H  -2.946  1.148  -1.040  0.324
H  0.885  -2.342  0.097  0.299
H  0.096  -2.330  1.438  0.309
H  1.320  -0.003  1.689  0.439
H  -0.484  2.727  -0.063  0.230
H  1.023  2.560  0.064  0.221

Below is C7H12O in the gas phase in a non-equilibrium geometry, with properties calculated with ωB97M-V/def2-TZVPD.

Its max |F| is 0.06157 hartree/bohr. For the relative energy (zero: lowest compared OMol25 entry of this formula, charge and spin), the calculation gives 83.09 kcal per mole. The electronic energy comes out at -349.01624 hartree. Its multiplicity is 1. The value obtained for the LUMO energy is 1.05 eV.

Last column: Mulliken charge in e.
CARTESIAN COORDINATES (ANGSTROEM)
C  2.421  0.125  -0.204  -0.787
O  1.056  -0.313  -0.211  -0.297
C  0.164  0.480  0.422  0.252
C  -0.587  1.292  -0.607  -0.793
C  -1.171  0.042  -1.429  -0.558
C  -1.232  -1.191  -0.437  -0.707
C  -1.043  -0.434  0.885  -0.140
C  -0.022  -0.056  1.849  -0.419
H  2.799  0.299  0.823  0.301
H  2.969  -0.671  -0.676  0.263
H  2.505  1.062  -0.790  0.260
H  0.189  1.788  -1.209  0.269
H  -1.329  1.984  -0.175  0.338
H  -2.169  0.308  -1.722  0.387
H  -0.531  -0.136  -2.274  0.290
H  -0.462  -1.971  -0.467  0.230
H  -2.197  -1.701  -0.518  0.398
H  -1.844  0.260  1.065  0.181
H  0.788  -0.749  2.023  0.265
H  -0.345  0.485  2.731  0.267

Below is 2 unconnected molecules or ions with the total composition C7H14N2 in a non-equilibrium geometry, with properties calculated with ωB97M-V/def2-TZVPD.

Its max |F| is 0.10176 hartree/bohr. For the relative energy (zero: lowest compared OMol25 entry of this formula, charge and spin), the calculation gives 46.45 kcal per mole. The electronic energy comes out at -384.55786 hartree. Its multiplicity is 1. The value obtained for the LUMO energy is 0.89 eV.

Last column: Mulliken charge in e.
CARTESIAN COORDINATES (ANGSTROEM)
C  0.059  0.960  -1.675  -0.889
C  -1.310  0.496  -1.194  0.539
C  -2.258  1.078  -0.313  -0.781
N  -3.235  0.063  -0.156  -0.025
C  -3.012  -0.949  -1.017  -0.218
N  -1.815  -0.721  -1.699  -0.516
H  -0.030  1.700  -2.663  0.264
H  0.720  0.180  -2.026  0.306
H  0.698  1.557  -0.958  0.266
H  -2.121  1.944  0.231  0.457
H  -3.896  0.173  0.546  0.152
H  -3.424  -1.915  -1.047  0.419
C  2.353  0.805  1.104  -0.874
C  2.297  -0.828  1.100  -0.297
C  0.803  -1.239  1.087  -0.955
H  2.712  1.147  2.132  0.315
H  1.421  1.262  0.748  0.140
H  3.265  1.043  0.537  0.293
H  2.665  -1.329  0.171  0.225
H  2.916  -1.421  1.819  0.365
H  0.315  -0.894  2.034  0.268
H  0.093  -0.849  0.283  0.115
H  0.784  -2.262  0.955  0.432